1.
A structure of composition C18H64BaF3O18. Source: the Open Molecules 2025 dataset; level of theory: ωB97M-V/def2-TZVPD.

DFT total energy (Ha): -2403.2942
HOMO level (spin up / spin down) (eV): -9.31 / -9.31
<S²>: 0.753
HOMO-LUMO gap (spin up / spin down) (eV): 8.3 / 4.9
Lowest unoccupied orbital energy (spin up / spin down) (Eh): -0.03722 / -0.16092
Spin multiplicity: 2
Max |F| (hartree/bohr): 0.071

Geometry (Å):
Ba1 -3.091 1.478 -1.663
F1 2.188 0.727 0.669
F2 1.558 2.664 1.152
F3 0.357 1.066 1.843
O1 -0.828 0.396 -0.345
O2 2.995 1.696 5.529
O3 6.131 1.797 2.042
O4 -4.420 -1.898 3.785
O5 -3.884 1.416 1.005
O6 0.229 -2.124 4.987
O7 5.070 2.985 -2.086
O8 -0.496 4.958 1.016
O9 0.312 -0.174 -4.143
O10 0.766 3.991 -2.999
O11 -1.558 -5.606 -0.844
O12 -3.714 -4.105 -1.458
O13 -1.523 -2.871 -3.378
O14 -4.663 -0.595 -1.263
O15 -2.239 -0.302 -3.428
O16 2.915 -0.623 -3.720
O17 -0.555 2.631 -0.702
O18 -0.629 4.066 5.433
C1 5.340 2.597 1.227
C2 -0.132 3.343 4.259
C3 0.864 3.038 -4.002
C4 -1.816 -6.638 -1.676
C5 -3.678 -3.064 3.554
C6 2.962 -1.074 -2.411
C7 0.399 -1.773 3.588
C8 -0.291 -3.546 -3.641
C9 -4.557 -4.195 -0.302
C10 0.155 -0.060 -5.559
C11 3.711 3.091 -1.657
C12 3.290 1.196 4.264
C13 -2.977 1.666 2.031
C14 1.109 1.471 0.815
C15 -1.588 -1.818 -0.033
C16 0.180 1.437 -0.464
C17 0.789 5.452 1.278
C18 -0.415 -0.994 -0.469
H1 1.449 4.871 0.634
H2 -2.143 -1.526 0.859
H3 2.347 -1.974 -2.377
H4 0.492 -2.906 -3.234
H5 -4.421 0.712 1.374
H6 5.963 0.858 1.932
H7 -0.291 -4.515 -3.142
H8 -0.556 -1.620 3.086
H9 -0.998 -5.946 -0.142
H10 0.906 -2.603 3.097
H11 5.732 3.611 1.318
H12 3.225 2.157 -1.937
H13 3.233 3.884 -2.231
H14 5.460 2.226 0.209
H15 -1.339 -1.930 -3.436
H16 -2.324 -1.802 -0.837
H17 -0.407 4.134 0.532
H18 -0.124 -3.013 5.073
H19 1.489 2.207 -3.674
H20 -4.251 -3.962 3.788
H21 2.433 0.925 3.647
H22 0.870 6.510 1.031
H23 0.815 1.219 -1.322
H24 0.339 3.530 -2.273
H25 0.013 2.282 4.458
H26 -0.081 2.601 -4.326
H27 -5.288 -4.982 -0.486
H28 2.389 1.068 5.929
H29 3.974 -1.329 -2.097
H30 2.618 -0.280 -1.748
H31 -3.977 -4.451 0.584
H32 -1.371 -2.886 -0.017
H33 -1.030 -6.812 -2.411
H34 1.000 -0.887 3.384
H35 -2.151 2.244 1.617
H36 2.026 -0.406 -4.010
H37 5.514 3.825 -1.951
H38 -0.577 -0.260 -3.792
H39 -2.768 -6.597 -2.205
H40 4.300 2.617 1.551
H41 0.836 3.780 4.015
H42 -3.433 2.179 2.878
H43 -0.794 3.441 3.398
H44 -2.936 -4.640 -1.285
H45 -4.957 -1.752 3.002
H46 -4.178 -1.235 -0.705
H47 1.203 3.479 -4.939
H48 -3.279 -3.043 2.539
H49 3.856 1.927 3.687
H50 3.889 0.291 4.368
H51 -2.578 0.714 2.378
H52 0.383 -1.213 0.240
H53 1.095 0.027 -6.106
H54 -2.743 -3.130 4.109
H55 -0.069 -3.725 -4.693
H56 3.594 3.323 -0.598
H57 1.026 5.246 2.322
H58 -5.122 -3.266 -0.230
H59 -0.407 -0.897 -5.973
H60 -0.111 -1.272 -1.478
H61 -0.497 0.797 -5.728
H62 -2.118 0.175 -4.272
H63 -1.850 -7.568 -1.108
H64 -1.567 3.869 5.490

=====

2.
A cluster of 14 separate species, C18H64N8O21 in total. Source: the Open Molecules 2025 dataset; level of theory: ωB97M-V/def2-TZVPD.

DFT total energy (Ha): -2742.2461
HOMO level (spin up / spin down) (eV): -0.31 / -6.80
<S²>: 0.750
HOMO-LUMO gap (spin up / spin down) (eV): 2.1 / 8.5
Lowest unoccupied orbital energy (spin up / spin down) (Eh): 0.06441 / 0.06427
Charge: -1
Spin multiplicity: 2
Max |F| (hartree/bohr): 0.148

Geometry (Å):
O1 3.227 1.107 -3.397
O2 -4.204 0.071 0.875
O3 0.863 -1.271 -4.309
O4 0.654 -4.130 -3.194
O5 3.727 -1.326 -0.531
O6 2.035 -1.296 3.748
O7 -0.453 4.311 2.340
O8 -3.995 -2.548 -0.167
O9 -3.560 -2.898 -4.308
O10 -0.973 6.964 1.364
O11 0.116 -3.205 -0.575
O12 2.892 1.986 -0.744
O13 -0.283 1.175 -3.761
O14 2.902 -2.729 1.583
O15 5.381 -4.098 0.588
O16 3.077 1.579 2.311
O17 -0.546 0.815 1.963
O18 -5.512 0.818 3.952
O19 4.632 3.673 3.935
O20 -4.636 3.011 1.117
O21 -3.211 1.576 -3.731
N1 -2.215 -2.833 -2.638
N2 -1.403 -3.307 -4.660
N3 -1.394 -0.597 0.674
N4 -1.239 -4.696 0.583
N5 0.732 -4.389 1.246
N6 -3.742 0.023 4.872
N7 -3.539 1.625 3.446
N8 0.824 -0.239 0.628
C1 -4.744 1.008 -0.046
C2 3.398 3.890 3.281
C3 2.343 2.543 -1.926
C4 4.550 -4.602 1.610
C5 -4.324 0.867 4.126
C6 -4.030 2.337 0.026
C7 1.638 -1.859 -3.229
C8 -2.565 0.353 -3.416
C9 -0.119 4.804 1.036
C10 -1.133 0.609 -2.802
C11 -0.106 -4.049 0.272
C12 3.174 2.545 -3.121
C13 -0.370 0.071 1.042
C14 1.878 -3.314 -3.273
C15 3.263 2.994 2.058
C16 3.774 -3.531 2.422
C17 -1.161 5.833 0.581
C18 -2.434 -2.983 -3.854
H1 1.637 -3.952 1.152
H2 3.396 -1.792 0.236
H3 5.153 -5.157 2.329
H4 -4.447 -0.556 5.306
H5 0.897 5.171 1.179
H6 -4.171 1.551 -3.743
H7 -2.755 -0.093 5.050
H8 3.863 1.208 2.719
H9 0.813 -1.224 0.406
H10 2.635 3.087 -3.898
H11 2.450 -3.500 -4.182
H12 3.555 -0.403 -0.345
H13 1.222 -0.793 3.798
H14 -5.823 1.146 -0.116
H15 4.515 -2.851 2.842
H16 -2.316 -0.363 1.014
H17 -1.295 -1.170 -0.152
H18 4.600 3.113 4.714
H19 -0.677 2.050 -3.789
H20 0.415 -4.239 -2.271
H21 2.207 3.610 -1.745
H22 1.610 0.192 1.094
H23 -2.056 -4.438 0.048
H24 0.643 -0.351 -4.146
H25 -1.268 -2.951 -2.306
H26 0.951 -1.677 -2.403
H27 0.518 -5.232 1.761
H28 2.432 3.441 1.513
H29 -1.625 -3.779 -5.524
H30 -4.500 3.948 0.957
H31 -4.542 0.754 -1.087
H32 3.847 0.655 -2.820
H33 2.194 1.925 -0.088
H34 -0.153 3.923 0.395
H35 -2.511 -0.378 -4.222
H36 -2.978 2.193 0.273
H37 -4.264 2.949 -0.845
H38 3.201 -4.039 3.198
H39 -1.213 1.358 -2.014
H40 -0.706 -0.333 -2.459
H41 -2.983 -2.939 -1.991
H42 2.140 -1.669 4.623
H43 4.074 3.020 1.329
H44 2.406 -2.208 2.218
H45 3.902 -5.370 1.187
H46 -0.888 6.095 -0.441
H47 2.581 3.693 3.976
H48 -1.312 -5.301 1.388
H49 -3.129 -0.179 -2.649
H50 -0.268 3.371 2.398
H51 -2.214 5.556 0.619
H52 -4.390 0.515 1.706
H53 -3.895 -1.769 0.379
H54 2.427 -3.404 -2.336
H55 -2.621 1.703 3.859
H56 1.322 2.169 -2.008
H57 3.298 4.917 2.930
H58 -0.464 -3.415 -4.304
H59 -4.027 2.272 2.843
H60 4.842 -3.514 0.050
H61 2.577 -1.320 -3.096
H62 4.218 2.833 -2.996
H63 -4.897 -2.507 -0.482
H64 -1.339 7.763 0.977

=====

3.
A cluster of 16 separate species, C18H65F3N28O17 in total. Source: the Open Molecules 2025 dataset; level of theory: ωB97M-V/def2-TZVPD.

DFT total energy (Ha): -3836.7605
HOMO level (spin up / spin down) (eV): -10.61 / -10.61
<S²>: 0.758
HOMO-LUMO gap (spin up / spin down) (eV): 8.5 / 3.3
Lowest unoccupied orbital energy (spin up / spin down) (Eh): -0.07794 / -0.27029
Charge: +1
Spin multiplicity: 2
Max |F| (hartree/bohr): 0.155

Geometry (Å):
F1 -5.373 -7.114 36.431
F2 -5.063 -6.100 38.340
F3 -3.623 -7.417 37.506
O1 1.028 -7.187 39.007
O2 -8.557 -3.639 39.034
O3 -1.270 -1.408 35.898
O4 -10.021 -9.449 37.268
O5 -7.221 -3.424 33.223
O6 -2.492 -10.594 36.463
O7 0.416 -5.462 33.930
O8 -4.626 -0.036 38.496
O9 -3.370 -3.611 40.480
O10 -8.904 -0.951 35.422
O11 -6.387 -8.580 39.982
O12 -1.950 -2.664 38.105
O13 -2.394 -4.935 36.649
O14 -4.366 -4.099 36.687
O15 -3.950 -6.327 32.357
O16 1.183 -2.627 38.495
O17 -3.980 0.264 31.715
N1 -5.002 -4.497 32.423
N2 -10.302 0.538 36.434
N3 -9.317 -2.905 33.667
N4 -2.835 -3.620 42.655
N5 2.985 -3.660 37.777
N6 -8.497 -7.882 37.931
N7 -5.399 -9.926 41.470
N8 -3.691 -9.237 35.279
N9 -1.523 -6.475 33.740
N10 -1.365 -2.870 34.303
N11 -5.499 -1.314 31.457
N12 -8.073 -4.740 37.088
N13 -4.648 -0.958 33.465
N14 0.239 -7.249 36.902
N15 -6.621 0.916 38.113
N16 0.995 -4.066 36.842
N17 -5.865 -6.137 33.582
N18 -8.809 -3.429 31.620
N19 -8.268 -9.936 38.299
N20 -4.273 -9.277 39.800
N21 0.161 -1.341 34.206
N22 0.203 -7.240 32.618
N23 -1.457 -9.143 35.174
N24 -4.918 1.569 36.901
N25 -9.292 -0.686 37.666
N26 -4.490 -4.838 41.771
N27 -1.133 -6.910 38.625
N28 -10.169 -4.301 37.557
C1 -0.906 -1.784 34.852
C2 -4.484 -6.449 37.175
C3 -9.434 -0.389 36.407
C4 -3.681 -5.304 36.370
C5 1.691 -3.427 37.780
C6 0.095 -7.136 38.240
C7 -3.526 -4.003 41.607
C8 -8.353 -3.180 32.797
C9 -9.002 -9.053 37.796
C10 -5.679 -2.156 36.110
C11 -0.278 -6.323 33.426
C12 -4.886 -5.713 32.764
C13 -8.890 -4.231 38.027
C14 -5.471 -9.255 40.345
C15 -5.313 0.834 37.897
C16 -5.302 -3.567 35.738
C17 -2.522 -9.703 35.656
C18 -4.691 -0.559 32.199
H1 -0.674 -9.339 35.782
H2 -0.511 -6.903 36.321
H3 -5.846 -3.987 32.640
H4 -5.576 2.188 36.449
H5 -6.554 -5.456 33.868
H6 -1.971 -3.580 37.819
H7 -7.161 1.473 37.468
H8 -2.839 -2.482 38.417
H9 -0.277 -8.118 32.477
H10 1.154 -7.305 36.478
H11 -6.128 -4.270 35.626
H12 -6.174 -1.982 31.801
H13 -8.240 -3.913 30.941
H14 -3.933 -5.560 35.341
H15 -1.662 -5.740 34.419
H16 -4.766 -3.466 34.795
H17 -5.604 -1.146 30.467
H18 -4.056 -0.344 34.005
H19 -1.959 -3.175 42.421
H20 -5.946 -1.901 37.136
H21 -8.272 -5.342 36.301
H22 -4.198 -3.978 32.099
H23 -1.267 -6.881 39.625
H24 0.997 -7.043 32.026
H25 -4.164 -8.799 38.917
H26 0.477 -0.435 34.522
H27 -8.976 -7.042 37.641
H28 3.498 -3.944 36.955
H29 -1.643 -6.320 37.983
H30 -9.064 -2.504 34.559
H31 -4.652 -5.243 42.682
H32 -5.259 -1.638 33.897
H33 -8.698 -10.845 38.388
H34 -4.780 -1.556 35.969
H35 -7.074 0.201 38.664
H36 -1.478 -8.332 34.572
H37 -3.723 -8.327 34.842
H38 -10.310 -2.916 33.483
H39 -10.502 0.997 35.557
H40 -1.824 -2.181 37.285
H41 -7.117 -4.737 37.413
H42 -1.900 -3.439 34.943
H43 -0.003 -3.942 36.754
H44 1.391 -4.853 36.349
H45 -3.920 1.488 36.765
H46 -10.250 -4.489 36.568
H47 -4.428 -9.582 35.878
H48 -6.237 -9.926 42.034
H49 -4.761 -10.693 41.631
H50 -0.840 -3.224 33.516
H51 -10.106 -0.639 38.263
H52 3.520 -3.418 38.598
H53 -4.840 -5.409 41.015
H54 -5.871 -7.065 33.981
H55 -3.605 -9.875 40.265
H56 -11.004 -4.020 38.052
H57 -7.771 -9.550 39.089
H58 -6.505 -1.748 35.527
H59 -9.766 -3.110 31.562
H60 -10.613 0.900 37.324
H61 -2.214 -6.672 33.030
H62 -8.774 -1.551 37.727
H63 -7.519 -7.783 38.163
H64 0.357 -1.510 33.230
H65 -3.025 -4.290 43.386

=====

4.
A cluster of 20 separate species, C18H68BFO20 in total. Source: the Open Molecules 2025 dataset; level of theory: ωB97M-V/def2-TZVPD.

DFT total energy (Ha): -2356.1264
HOMO level (eV): -9.20
HOMO-LUMO gap (eV): 8.8
Lowest unoccupied orbital energy (Eh): -0.01295
Max |F| (hartree/bohr): 0.039

Geometry (Å):
F1 3.968 5.707 0.169
O1 -5.915 -10.777 5.252
O2 8.398 -2.190 -2.128
O3 0.595 5.349 -6.889
O4 -1.638 -8.308 3.849
O5 -3.025 1.067 0.276
O6 2.599 4.037 -3.876
O7 -4.791 -8.457 3.880
O8 1.255 3.221 3.525
O9 4.871 -1.266 2.064
O10 -0.006 2.882 -4.660
O11 -2.225 -4.103 0.360
O12 -2.595 5.648 0.067
O13 -1.398 2.363 -7.167
O14 -4.533 -4.456 -1.502
O15 -7.351 -6.003 4.081
O16 -0.100 -4.021 2.647
O17 -3.375 -5.812 2.935
O18 -6.001 -4.702 1.556
O19 -1.816 3.906 -2.010
O20 6.216 4.941 -1.360
C1 1.045 0.803 0.230
C2 1.741 4.853 0.212
C3 1.134 3.464 -0.169
C4 4.476 2.219 0.245
C5 2.904 5.305 -0.671
C6 5.457 0.141 -0.703
C7 4.551 1.180 -0.872
C8 3.976 0.225 -3.036
C9 -1.579 -0.853 0.427
C10 -4.415 2.999 0.801
C11 0.207 0.620 1.506
C12 3.233 2.106 1.164
C13 -0.512 -0.742 1.540
C14 4.901 -0.783 -2.852
C15 3.839 1.174 -2.054
C16 -2.932 -0.257 0.836
C17 5.611 -0.814 -1.682
C18 -4.369 1.538 0.302
B1 1.840 2.167 0.415
H1 -1.003 -0.911 2.506
H2 -1.584 -9.083 3.281
H3 -4.327 -7.803 3.341
H4 -1.285 -0.320 -0.484
H5 0.631 -4.339 2.107
H6 4.609 -0.675 1.348
H7 -2.470 3.259 -2.296
H8 -2.498 -8.393 4.279
H9 -5.454 -10.114 4.718
H10 1.976 4.879 1.278
H11 -3.006 -4.259 -0.191
H12 3.246 2.896 1.925
H13 -1.488 -4.415 -0.177
H14 -0.877 -4.135 2.087
H15 -4.730 -3.537 -1.716
H16 3.192 4.435 -1.272
H17 1.824 3.727 4.114
H18 -6.998 -5.598 3.281
H19 -0.821 3.109 -4.198
H20 -3.747 -0.886 0.453
H21 5.354 2.032 0.875
H22 -0.699 2.113 -6.546
H23 1.006 3.853 2.841
H24 -4.970 3.573 0.050
H25 0.787 0.771 2.423
H26 0.108 3.458 0.240
H27 6.323 -1.634 -1.573
H28 5.056 -1.530 -3.624
H29 0.437 0.901 -0.677
H30 9.094 -2.304 -1.472
H31 0.935 5.588 0.067
H32 -2.930 -5.280 2.266
H33 6.901 5.415 -0.881
H34 -2.699 -5.949 3.611
H35 -2.517 5.142 -0.752
H36 1.005 3.351 -1.256
H37 -6.399 -10.265 5.906
H38 8.800 -1.634 -2.803
H39 -1.591 3.633 -1.112
H40 5.403 5.149 -0.879
H41 -5.272 -7.927 4.529
H42 -5.004 0.940 0.967
H43 -4.811 1.447 -0.702
H44 3.294 1.155 1.712
H45 -0.594 1.376 1.527
H46 1.757 -0.024 0.106
H47 -1.667 -1.913 0.139
H48 -0.196 4.889 -7.195
H49 -8.037 -5.394 4.371
H50 -4.422 -4.882 -2.359
H51 -3.414 3.424 0.886
H52 0.675 3.372 -4.181
H53 -5.470 -4.752 0.753
H54 0.202 -1.564 1.414
H55 -2.209 2.262 -6.661
H56 2.671 6.146 -1.325
H57 -5.426 -5.071 2.240
H58 -2.975 -0.164 1.930
H59 3.105 1.966 -2.233
H60 0.785 4.929 -6.044
H61 -4.951 3.110 1.745
H62 5.439 -0.725 2.622
H63 3.509 3.732 -3.774
H64 4.631 3.212 -0.182
H65 6.081 0.040 0.180
H66 3.395 0.282 -3.951
H67 2.691 4.975 -4.080
H68 -2.627 6.563 -0.228

=====

5.
A structure of composition C18H6Cl5IrN3O5S2. Source: the Open Molecules 2025 dataset; level of theory: ωB97M-V/def2-TZVPD.

DFT total energy (Ha): -4431.5260
HOMO level (spin up / spin down) (eV): -7.56 / -9.11
<S²>: 8.798
HOMO-LUMO gap (spin up / spin down) (eV): 6.5 / 5.3
Lowest unoccupied orbital energy (spin up / spin down) (Eh): -0.03874 / -0.14180
Spin multiplicity: 6
Max |F| (hartree/bohr): 0.018
Relative energy (zero: lowest compared OMol25 entry of this formula, charge and spin) (kJ/mol): 38.7

Geometry (Å):
Ir1 0.610 -0.891 0.400
Cl1 1.100 -0.881 -6.110
Cl2 1.576 1.725 -4.462
Cl3 1.435 1.613 -1.338
Cl4 0.444 -3.649 -1.541
Cl5 0.565 -3.567 -4.649
S1 -0.726 -2.619 1.482
S2 -4.651 3.889 -1.234
O1 5.066 -2.946 1.549
O2 2.947 -0.309 4.957
O3 2.435 -1.894 0.546
O4 5.418 -1.842 4.297
O5 1.242 -0.395 2.469
N1 -2.848 -2.504 -0.386
N2 -1.044 0.277 0.311
N3 -3.956 4.337 1.250
C1 0.767 -2.126 -3.739
C2 3.199 -0.865 3.914
C3 1.213 0.249 -3.662
C4 2.990 -1.716 1.671
C5 -2.216 2.028 1.440
C6 1.109 0.192 -2.278
C7 -1.338 0.987 1.431
C8 -1.740 0.579 -0.818
C9 -1.990 -2.559 0.379
C10 4.469 -1.684 3.579
C11 0.690 -2.150 -2.345
C12 0.796 -0.985 -1.596
C13 -3.768 3.521 0.188
C14 2.360 -0.924 2.679
C15 4.301 -2.241 2.146
C16 1.015 -0.923 -4.398
C17 -2.635 1.601 -0.882
C18 -2.888 2.419 0.250
H1 -1.573 -0.072 -1.660
H2 -3.170 1.766 -1.805
H3 -3.358 4.290 2.057
H4 -0.841 0.664 2.332
H5 -4.596 5.110 1.184
H6 -2.410 2.498 2.391